This record from OMol25 describes 2 unconnected molecules or ions with the total composition C2H3NOS at a distorted geometry. The level of theory is wB97M-V/def2-TZVPD.

## Properties
Frontier orbital gap (spin up / spin down) in eV: 8.0 / 8.5
E_LUMO (spin up / spin down) in Eh: 0.0291 / -0.0914
2S+1: 3
⟨S²⟩: 2.005
Total charge: 0
Molecular weight in Da: 89.1

Last column: Löwdin charge in e.
Cartesian coordinates (Å):
C: 0.5677 1.1051 -0.6003  -0.545
C: -0.0302 -1.0323 0.8855  -0.639
N: -0.4381 1.3764 -1.1591  0.185
O: 1.5943 1.0961 -0.0944  0.165
S: -0.5493 -1.8890 -0.3389  0.734
H: 0.6867 -1.4693 1.5743  0.031
H: -0.4465 -0.1185 0.9957  -0.047
H: -1.3846 0.9315 -1.2627  0.115

Cartesian forces, eV/Å:
C 0.16 0.62 0.01
C 1.93 -1.53 2.13
N -4.06 -0.39 -1.54
O 2.23 -0.32 0.85
S -1.13 -2.18 -2.77
H -0.07 0.35 0.06
H -1.09 2.74 1.00
H 2.04 0.70 0.26